# 1
{
  "formula": "C5H8N2",
  "method": "ωB97M-V/def2-TZVPD",
  "symbols": ["C", "C", "C", "C", "N", "H", "H", "H", "H", "H", "C", "N", "H", "H", "H"],
  "xyz": [[1.619, -0.206, 0.417], [1.066, 1.059, -0.001], [-0.022, 1.610, 0.531], [-0.703, 2.737, 0.016], [-1.038, 3.727, -0.503], [2.682, -0.145, 0.417], [1.467, -1.096, -0.249], [1.176, -0.512, 1.363], [1.683, 1.577, -0.866], [-0.601, 1.176, 1.396], [-2.821, -0.925, 0.276], [-1.636, -1.182, -0.183], [-2.802, -0.256, 1.151], [-3.823, -1.229, -0.129], [-1.700, -1.675, -1.126]],
  "forces_ev_per_a": [[-0.15, -2.10, 0.20], [0.72, 1.77, -2.45], [-1.30, -0.85, 1.27], [0.55, 2.63, -1.60], [-0.02, -1.62, 0.96], [1.01, 0.09, 0.64], [-0.44, 1.05, 0.05], [0.37, -0.06, 0.22], [-1.79, -0.81, 1.70], [1.07, -0.06, -0.98], [1.60, 0.14, -0.44], [-2.29, -0.24, -1.18], [-0.44, -0.52, -0.06], [1.09, 0.22, 0.13], [0.02, 0.35, 1.56]],
  "nbo_charge": [-0.66, -0.06, -0.36, 0.26, -0.32, 0.22, 0.24, 0.22, 0.21, 0.23, -0.05, -0.61, 0.16, 0.17, 0.33],
  "e_homo_ha": -0.353,
  "gap_ev": 10.42,
  "relative_energy_kj_mol": 242.8,
  "lumo_energy_ev": 0.8,
  "max_force_ev_per_a": 3.13,
  "total_energy_ha": -304.743016,
  "smiles": "C/C=C/C#N.C=N",
  "charge": 0
}

***

# 2
{
  "formula": "C5H7N",
  "method": "ωB97M-V/def2-TZVPD",
  "symbols": ["N", "C", "C", "C", "C", "C", "H", "H", "H", "H", "H", "H", "H"],
  "xyz": [[2.518, -0.610, 1.452], [1.896, -0.255, 0.544], [1.106, 0.218, -0.592], [-0.311, 0.514, -0.076], [-0.631, -0.716, 1.216], [-1.381, 0.370, -1.004], [1.066, -0.566, -1.357], [1.633, 1.070, -1.048], [-0.365, 1.467, 0.461], [-1.118, -0.451, 2.188], [-0.866, -1.802, 1.101], [-1.275, -0.232, -1.911], [-2.273, 0.993, -0.972]],
  "forces_ev_per_a": [[-0.44, 0.33, -0.81], [0.99, -0.34, 0.69], [-0.01, -0.17, 0.08], [0.06, -1.78, 2.71], [-0.57, 1.02, -0.77], [-0.85, -0.13, -1.00], [0.02, 0.03, 0.21], [-0.43, -0.05, 0.15], [0.14, -0.33, 0.09], [0.37, 0.70, -1.06], [0.50, 0.95, -1.05], [0.00, -0.04, 0.48], [0.23, -0.19, 0.27]],
  "nbo_charge": [-0.33, 0.30, -0.52, -0.28, -0.32, -0.31, 0.25, 0.25, 0.23, 0.17, 0.18, 0.18, 0.20],
  "e_homo_ha": [-0.320, -0.312],
  "gap_ev": [8.44, 8.67],
  "relative_energy_kj_mol": 476.2,
  "lumo_energy_ev": [-0.3, 0.2],
  "max_force_ev_per_a": 3.24,
  "total_energy_ha": -249.291865,
  "charge": 0
}

***

# 3
{
  "formula": "C9H19B3IN2O3",
  "method": "ωB97M-V/def2-TZVPD",
  "symbols": ["C", "C", "I", "C", "B", "O", "B", "O", "B", "O", "H", "H", "H", "H", "H", "H", "H", "H", "C", "C", "N", "C", "C", "N", "C", "C", "H", "H", "H", "H", "H", "H", "H", "H", "H", "H", "H"],
  "xyz": [[3.099, 0.541, 3.733], [3.441, -0.913, 3.448], [3.924, -1.081, 1.354], [2.368, -1.964, 3.827], [0.907, -1.399, 3.792], [0.032, -1.785, 2.779], [-0.652, -0.754, 2.194], [-0.905, 0.390, 2.912], [-0.618, 0.349, 4.273], [0.437, -0.433, 4.665], [2.893, 0.667, 4.798], [3.937, 1.187, 3.472], [2.233, 0.877, 3.161], [4.370, -1.147, 3.960], [2.405, -2.793, 3.121], [2.615, -2.378, 4.809], [-0.977, -0.835, 1.050], [-1.277, 0.957, 5.045], [-2.061, -0.829, -5.530], [-1.159, -1.169, -4.362], [-1.149, -0.120, -3.323], [-0.439, -0.200, -2.145], [-0.662, 0.952, -1.470], [-1.510, 1.715, -2.240], [-1.786, 1.043, -3.355], [-2.016, 3.047, -1.901], [-1.747, 0.086, -6.032], [-2.005, -1.637, -6.256], [-3.102, -0.730, -5.222], [-0.129, -1.301, -4.689], [-1.479, -2.090, -3.876], [0.155, -1.064, -1.905], [-0.308, 1.302, -0.517], [-2.430, 1.390, -4.143], [-3.100, 3.024, -1.831], [-1.703, 3.764, -2.656], [-1.600, 3.332, -0.940]],
  "forces_ev_per_a": [[0.11, 0.00, 0.08], [-0.10, 0.05, 0.22], [0.00, 0.00, -0.13], [-0.07, -0.03, -0.04], [-0.14, -0.04, 0.13], [0.41, 0.20, -0.35], [-0.01, -0.05, -0.03], [-0.31, -0.08, 0.04], [0.12, 0.00, -0.08], [-0.07, -0.09, 0.06], [-0.07, 0.00, -0.03], [0.00, -0.02, 0.00], [-0.01, 0.00, 0.03], [0.08, -0.12, -0.19], [0.11, -0.10, 0.12], [-0.06, 0.16, 0.05], [-0.14, 0.01, 0.07], [0.11, 0.10, 0.00], [-0.01, 0.04, 0.02], [-0.02, -0.02, -0.02], [0.03, -0.04, 0.01], [-0.01, 0.01, -0.10], [-0.03, 0.08, 0.08], [0.04, 0.00, -0.03], [-0.03, -0.01, 0.01], [-0.01, -0.01, 0.01], [0.02, -0.01, -0.02], [-0.01, 0.00, 0.00], [0.00, -0.02, 0.00], [0.00, 0.02, 0.01], [-0.01, 0.00, 0.01], [0.02, 0.03, 0.06], [0.03, -0.07, 0.01], [0.01, 0.00, -0.01], [0.00, 0.00, 0.01], [0.01, 0.00, 0.00], [0.00, 0.00, 0.00]],
  "nbo_charge": [-0.64, -0.24, 0.03, -0.83, 1.21, -0.88, 0.97, -0.90, 1.00, -0.89, 0.23, 0.23, 0.20, 0.22, 0.25, 0.26, -0.13, -0.09, -0.64, -0.21, -0.27, -0.04, -0.03, -0.28, 0.24, -0.41, 0.22, 0.26, 0.22, 0.23, 0.23, 0.26, 0.26, 0.25, 0.23, 0.23, 0.24],
  "e_homo_ha": -0.420,
  "gap_ev": 8.73,
  "lumo_energy_ev": -2.7,
  "max_force_ev_per_a": 0.58,
  "total_energy_ha": -1061.875540,
  "charge": 1
}

***

# 4
{
  "formula": "C37H59BNO17",
  "method": "ωB97M-V/def2-TZVPD",
  "symbols": ["C", "C", "C", "O", "B", "C", "C", "C", "C", "C", "O", "C", "C", "O", "O", "C", "C", "C", "C", "C", "N", "C", "C", "C", "C", "O", "C", "C", "H", "H", "H", "H", "H", "H", "H", "H", "H", "H", "H", "H", "H", "H", "H", "H", "H", "H", "H", "H", "H", "H", "H", "H", "H", "H", "H", "H", "H", "H", "H", "H", "H", "H", "H", "C", "C", "C", "O", "C", "O", "O", "H", "H", "H", "H", "H", "H", "C", "C", "C", "O", "C", "O", "O", "H", "H", "H", "H", "H", "H", "C", "C", "C", "O", "C", "O", "O", "H", "H", "H", "H", "H", "H", "C", "C", "C", "O", "C", "O", "O", "H", "H", "H", "H", "H", "H"],
  "xyz": [[6.396, -1.023, 2.505], [5.504, -1.741, 1.792], [4.721, -1.103, 0.666], [4.057, -0.026, 1.297], [2.905, 0.286, 0.428], [1.670, 1.118, 1.036], [0.820, 1.665, -0.132], [-0.683, 1.612, 0.193], [-1.544, 1.724, -1.071], [-3.043, 1.798, -0.759], [-3.405, 1.296, 0.538], [-3.468, -0.040, 0.545], [-3.957, -0.674, 1.811], [-3.170, -0.717, -0.392], [2.534, -1.080, -0.105], [3.550, -1.953, -0.025], [3.222, -3.250, 0.710], [2.412, -4.213, -0.174], [1.290, -4.877, 0.638], [0.241, -3.832, 1.061], [-1.096, -4.059, 0.504], [-2.198, -4.079, 1.274], [-3.266, -4.290, 0.429], [-2.776, -4.395, -0.891], [-1.352, -4.232, -0.830], [4.132, -2.401, -1.292], [3.468, -1.975, -2.466], [4.008, -0.648, -3.000], [7.167, -0.431, 2.020], [6.391, -0.975, 3.587], [5.370, -2.780, 2.066], [5.319, -0.657, -0.140], [3.376, 0.926, -0.544], [1.018, 0.478, 1.639], [2.084, 1.931, 1.634], [1.116, 2.680, -0.376], [0.961, 1.061, -1.031], [-0.847, 0.626, 0.625], [-0.930, 2.388, 0.919], [-1.324, 0.858, -1.692], [-1.317, 2.605, -1.667], [-3.328, 2.850, -0.761], [-3.640, 1.324, -1.536], [-4.338, 0.064, 2.510], [-4.743, -1.373, 1.543], [-3.154, -1.241, 2.271], [4.170, -3.732, 0.929], [2.693, -3.044, 1.637], [3.042, -4.942, -0.673], [1.916, -3.602, -0.931], [0.854, -5.728, 0.120], [1.757, -5.238, 1.557], [0.168, -3.752, 2.139], [0.571, -2.850, 0.714], [-2.211, -3.966, 2.341], [-4.301, -4.350, 0.719], [-3.390, -4.529, -1.763], [-0.627, -4.242, -1.618], [3.705, -2.735, -3.216], [2.384, -1.972, -2.358], [3.476, 0.221, -2.635], [5.065, -0.610, -2.746], [3.980, -0.686, -4.093], [8.754, 2.431, 6.256], [7.647, 1.583, 6.834], [8.116, 0.439, 7.706], [7.069, -0.519, 7.539], [6.510, -0.302, 6.313], [5.764, -1.039, 5.767], [6.941, 0.880, 5.804], [9.432, 2.769, 7.041], [9.316, 1.869, 5.511], [8.345, 3.308, 5.756], [6.926, 2.209, 7.367], [8.219, 0.713, 8.754], [9.053, 0.001, 7.352], [-6.453, 1.258, 0.799], [-7.615, 2.209, 0.675], [-7.224, 3.632, 0.351], [-8.295, 4.382, 0.940], [-8.785, 3.649, 1.972], [-9.533, 4.062, 2.797], [-8.298, 2.386, 1.931], [-5.809, 1.315, -0.075], [-5.863, 1.468, 1.688], [-6.815, 0.233, 0.892], [-8.344, 1.830, -0.048], [-7.165, 3.828, -0.717], [-6.285, 3.926, 0.826], [-1.574, 8.077, -3.171], [-1.558, 6.574, -3.039], [-2.284, 6.040, -1.826], [-1.591, 4.816, -1.559], [-0.317, 4.972, -2.030], [0.575, 4.239, -1.784], [-0.229, 6.087, -2.807], [-2.593, 8.461, -3.104], [-0.965, 8.535, -2.392], [-1.155, 8.383, -4.129], [-1.932, 6.106, -3.954], [-3.338, 5.844, -2.013], [-2.187, 6.694, -0.955], [-2.175, -3.330, -4.193], [-2.748, -3.182, -5.579], [-4.229, -3.468, -5.677], [-4.362, -3.922, -7.031], [-3.173, -4.466, -7.395], [-3.003, -5.119, -8.373], [-2.215, -4.166, -6.489], [-2.749, -2.751, -3.470], [-2.162, -4.375, -3.881], [-1.143, -2.980, -4.164], [-2.514, -2.194, -5.984], [-4.847, -2.590, -5.508], [-4.546, -4.270, -5.006]],
  "forces_ev_per_a": [[0.39, -0.19, -0.27], [0.87, 0.16, -0.22], [-0.28, 0.22, 0.10], [-0.54, -0.34, 0.36], [1.08, 0.45, -0.67], [0.10, -0.41, -0.72], [-0.41, -0.17, 0.65], [0.62, 0.30, -0.84], [-0.30, -0.35, 0.32], [0.46, 0.94, -0.50], [-0.27, -0.21, -0.19], [0.05, -0.38, 0.67], [-0.18, 0.50, 0.32], [0.18, -0.43, -1.09], [-1.30, -0.61, -0.43], [2.21, 0.48, 0.81], [0.04, -0.39, -0.80], [-0.92, 0.47, 0.26], [0.63, 0.27, 0.45], [0.15, 0.22, -0.67], [2.10, 0.12, 0.15], [-1.15, -0.29, -0.83], [-0.25, -0.04, -0.23], [1.75, 0.29, 0.23], [-3.37, -0.32, 0.93], [-0.76, 0.17, -0.06], [0.50, -0.09, -0.34], [-0.06, -0.52, -0.40], [-0.97, 1.29, -0.17], [0.75, -1.24, 0.06], [-1.32, 0.33, 0.85], [0.27, -0.41, -0.16], [-0.14, 0.18, -0.05], [0.15, 0.01, 0.38], [-0.17, 0.05, 0.25], [0.04, -0.10, -0.06], [0.22, -0.08, -0.06], [-0.27, 0.01, 0.26], [-0.16, -0.04, 0.17], [-0.06, -0.14, -0.02], [0.22, -0.11, 0.15], [-0.10, 0.07, 0.40], [-0.06, -0.30, 0.09], [0.03, 0.00, 0.17], [-0.04, -0.10, 0.00], [0.15, -0.02, -0.02], [-0.02, -0.15, 0.25], [0.12, 0.19, 0.16], [0.09, -0.04, -0.04], [0.07, -0.15, -0.32], [-0.23, 0.01, -0.02], [-0.09, -0.39, 0.01], [-0.27, -0.15, 0.12], [0.07, 0.09, 0.01], [0.40, 0.06, 0.09], [-0.07, -0.02, 0.06], [0.10, -0.06, -0.15], [0.37, 0.08, 0.16], [0.01, -0.19, 0.05], [-0.07, 0.19, 0.18], [0.10, 0.11, 0.20], [0.07, 0.25, 0.21], [-0.22, 0.20, -0.08], [-0.12, 0.08, -0.31], [0.32, 0.15, -0.05], [-0.06, -0.04, 0.14], [0.08, 0.04, -0.06], [-0.01, 0.08, -0.11], [-0.08, -0.10, 0.23], [-0.05, -0.05, 0.15], [-0.03, -0.02, 0.04], [0.05, -0.09, 0.10], [0.00, 0.01, 0.03], [-0.02, -0.06, 0.05], [-0.12, -0.10, 0.03], [0.02, 0.08, -0.06], [-0.40, -0.32, 0.27], [0.39, -0.14, -0.05], [-0.06, 0.09, -0.10], [0.09, -0.02, 0.03], [0.01, -0.08, 0.05], [-0.06, 0.03, 0.00], [-0.08, 0.12, -0.12], [-0.04, 0.06, -0.05], [0.04, 0.24, -0.07], [0.01, 0.00, -0.05], [-0.04, 0.09, -0.01], [-0.13, 0.10, 0.01], [0.02, -0.10, 0.03], [0.31, 0.06, -0.14], [-0.08, 0.34, 0.04], [-0.22, -0.20, 0.07], [0.02, 0.60, -0.17], [0.06, -0.05, 0.11], [0.08, 0.27, -0.28], [-0.13, -0.15, 0.01], [-0.02, -0.04, 0.00], [-0.10, -0.05, 0.11], [-0.04, 0.00, -0.01], [-0.03, -0.07, 0.04], [0.02, -0.14, 0.03], [0.04, 0.08, -0.06], [0.40, -0.10, -0.07], [0.03, -0.05, 0.42], [-0.09, 0.10, -0.07], [-0.01, -0.05, 0.08], [0.12, -0.02, 0.04], [-0.02, 0.00, -0.07], [-0.14, 0.09, -0.12], [0.01, 0.03, -0.01], [-0.19, -0.02, -0.04], [-0.03, 0.07, 0.02], [-0.06, -0.01, -0.07], [-0.04, -0.01, -0.15], [0.09, 0.00, 0.04]],
  "lowdin_charge": [0.02, -0.08, -0.24, -0.02, -0.70, -0.11, -0.22, -0.19, -0.16, -0.18, -0.03, -0.58, 0.02, 0.11, 0.04, -0.47, -0.09, -0.18, -0.17, -0.12, -0.13, -0.12, -0.13, -0.10, -0.06, -0.10, -0.27, -0.07, 0.05, 0.02, 0.08, 0.15, 0.12, 0.09, 0.09, 0.08, 0.10, 0.10, 0.12, 0.11, 0.08, 0.11, 0.12, 0.07, 0.09, 0.09, 0.10, 0.13, 0.11, 0.10, 0.10, 0.10, 0.12, 0.12, 0.11, 0.08, 0.06, 0.11, 0.11, 0.11, 0.05, 0.07, 0.06, -0.02, -0.34, -0.11, 0.06, -0.55, 0.17, 0.09, 0.09, 0.09, 0.09, 0.16, 0.13, 0.14, -0.02, -0.32, -0.09, 0.06, -0.57, 0.16, 0.09, 0.09, 0.09, 0.10, 0.16, 0.14, 0.14, -0.03, -0.34, -0.10, 0.03, -0.53, 0.19, 0.09, 0.09, 0.09, 0.08, 0.16, 0.14, 0.14, -0.03, -0.32, -0.10, 0.06, -0.57, 0.16, 0.09, 0.09, 0.09, 0.09, 0.16, 0.14, 0.14],
  "e_homo_ha": -0.155,
  "gap_ev": 5.79,
  "lumo_energy_ev": 1.6,
  "max_force_ev_per_a": 3.51,
  "total_energy_ha": -2804.016339,
  "charge": -1
}

***

# 5
{
  "formula": "C5H8O",
  "method": "ωB97M-V/def2-TZVPD",
  "symbols": ["C", "C", "C", "C", "C", "O", "H", "H", "H", "H", "H", "H", "H", "H"],
  "xyz": [[2.102, -0.831, -0.172], [1.001, -0.363, -0.751], [0.313, 0.910, -0.316], [-0.700, 0.575, 0.775], [-1.949, -0.154, 0.334], [-0.488, 0.853, 1.936], [2.594, -0.285, 0.630], [2.546, -1.776, -0.473], [0.521, -0.937, -1.544], [1.033, 1.616, 0.106], [-0.194, 1.384, -1.166], [-2.524, -0.471, 1.206], [-2.565, 0.507, -0.288], [-1.691, -1.027, -0.278]],
  "forces_ev_per_a": [[-0.11, 0.06, -0.08], [0.15, -0.14, 0.06], [0.07, 0.09, 0.03], [0.02, 0.07, 0.35], [-0.06, -0.03, 0.06], [-0.13, -0.10, -0.57], [-0.08, -0.06, -0.12], [-0.07, 0.14, 0.01], [0.10, 0.07, 0.11], [-0.09, -0.12, -0.04], [0.05, -0.10, 0.14], [0.08, 0.05, -0.12], [0.11, -0.06, 0.08], [-0.01, 0.14, 0.09]],
  "nbo_charge": [-0.38, -0.18, -0.55, 0.61, -0.73, -0.54, 0.20, 0.20, 0.20, 0.24, 0.22, 0.24, 0.23, 0.23],
  "e_homo_ha": -0.345,
  "gap_ev": 10.37,
  "relative_energy_kj_mol": 80.5,
  "lumo_energy_ev": 1.0,
  "max_force_ev_per_a": 0.59,
  "total_energy_ha": -270.527220,
  "smiles": "C=CCC(C)=O",
  "charge": 0
}

***

# 6
{
  "formula": "C6H8N4",
  "method": "ωB97M-V/def2-TZVPD",
  "symbols": ["N", "N", "N", "N", "C", "C", "C", "C", "C", "C", "H", "H", "H", "H", "H", "H", "H", "H"],
  "xyz": [[-1.518, -1.517, -0.070], [-1.425, -0.165, -0.408], [-2.400, 0.283, -1.329], [-0.267, 0.460, -0.492], [0.523, 0.893, 1.064], [1.653, 1.739, 0.586], [1.979, 1.068, -0.512], [0.978, -0.050, -0.340], [1.195, -1.148, 0.665], [0.904, -0.397, 1.720], [-2.341, -1.651, 0.508], [-1.598, -2.110, -0.898], [-2.051, 0.199, -2.288], [-2.591, 1.267, -1.157], [2.010, 2.642, 1.044], [2.612, 1.234, -1.363], [1.433, -2.178, 0.491], [0.903, -0.568, 2.780]],
  "forces_ev_per_a": [[0.22, -0.16, -0.13], [-1.09, -0.43, -0.08], [-0.09, -0.07, -0.23], [0.20, 0.85, 0.12], [-0.11, 0.08, -0.48], [-0.09, -0.13, -0.16], [0.01, -0.18, 0.04], [0.31, -0.21, 0.38], [0.13, 0.16, 0.36], [0.06, -0.20, -0.30], [0.14, 0.09, -0.09], [-0.09, 0.24, 0.04], [0.06, 0.10, 0.27], [0.11, -0.18, 0.11], [0.12, 0.28, 0.05], [0.15, 0.14, -0.19], [-0.03, -0.25, 0.00], [-0.02, -0.14, 0.29]],
  "nbo_charge": [-0.66, 0.02, -0.66, -0.16, -0.04, -0.20, -0.22, 0.10, -0.23, -0.20, 0.37, 0.34, 0.33, 0.37, 0.21, 0.21, 0.21, 0.21],
  "e_homo_ha": -0.280,
  "gap_ev": 8.51,
  "relative_energy_kj_mol": 865.6,
  "lumo_energy_ev": 0.9,
  "max_force_ev_per_a": 1.17,
  "total_energy_ha": -452.131970,
  "smiles": "NN(N)N1[C@]23C=C[C@]12C=C3",
  "charge": 0
}